{
  "formula": "C72H186N14O22",
  "method": "ωB97M-V/def2-TZVPD",
  "species": ["C", "C", "C", "O", "C", "N", "H", "H", "H", "H", "H", "H", "H", "H", "H", "H", "H", "C", "C", "C", "O", "C", "N", "H", "H", "H", "H", "H", "H", "H", "H", "H", "H", "H", "C", "C", "C", "O", "C", "N", "H", "H", "H", "H", "H", "H", "H", "H", "H", "H", "H", "C", "C", "C", "O", "C", "N", "H", "H", "H", "H", "H", "H", "H", "H", "H", "H", "H", "C", "C", "C", "O", "C", "N", "H", "H", "H", "H", "H", "H", "H", "H", "H", "H", "H", "C", "C", "C", "O", "C", "N", "H", "H", "H", "H", "H", "H", "H", "H", "H", "H", "H", "C", "O", "C", "C", "N", "C", "C", "O", "C", "H", "H", "H", "H", "H", "H", "H", "H", "H", "H", "H", "H", "H", "H", "H", "C", "O", "C", "C", "N", "C", "C", "O", "C", "H", "H", "H", "H", "H", "H", "H", "H", "H", "H", "H", "H", "H", "H", "H", "C", "O", "C", "C", "N", "C", "C", "O", "C", "H", "H", "H", "H", "H", "H", "H", "H", "H", "H", "H", "H", "H", "H", "H", "C", "O", "C", "C", "N", "C", "C", "O", "C", "H", "H", "H", "H", "H", "H", "H", "H", "H", "H", "H", "H", "H", "H", "H", "C", "O", "C", "C", "N", "C", "C", "O", "C", "H", "H", "H", "H", "H", "H", "H", "H", "H", "H", "H", "H", "H", "H", "H", "C", "O", "C", "C", "N", "C", "C", "O", "C", "H", "H", "H", "H", "H", "H", "H", "H", "H", "H", "H", "H", "H", "H", "H", "C", "O", "C", "C", "N", "C", "C", "O", "C", "H", "H", "H", "H", "H", "H", "H", "H", "H", "H", "H", "H", "H", "H", "H", "C", "O", "C", "C", "N", "C", "C", "O", "C", "H", "H", "H", "H", "H", "H", "H", "H", "H", "H", "H", "H", "H", "H", "H"],
  "coordinates": [[2.062562, -12.139682, -2.633918], [2.476112, -10.765722, -2.539418], [3.814532, -10.541232, -3.312508], [4.910792, -11.254372, -2.800128], [5.938132, -11.643502, -3.747108], [1.484272, -9.992772, -3.222998], [2.881472, -12.697252, -2.179368], [2.045832, -12.444632, -3.680268], [1.106492, -12.438672, -2.204238], [2.596392, -10.238082, -1.593248], [4.070722, -9.504652, -3.093468], [3.748832, -10.734442, -4.383218], [6.753002, -12.066542, -3.159638], [6.356192, -10.929442, -4.456658], [5.510112, -12.495402, -4.275468], [1.547922, -8.985722, -3.266598], [1.579562, -10.219572, -4.202588], [-7.063768, -7.276902, -9.078868], [-7.156578, -5.716412, -8.826598], [-5.928018, -5.102452, -8.204878], [-5.973788, -5.305602, -6.774648], [-5.340168, -4.379052, -5.955328], [-7.543618, -5.137622, -10.113708], [-7.930048, -7.584272, -9.664698], [-6.947918, -7.807132, -8.133598], [-6.131418, -7.519042, -9.588958], [-8.060268, -5.560182, -8.237488], [-6.087958, -4.035042, -8.356998], [-4.989608, -5.367382, -8.692018], [-5.159088, -3.419472, -6.439588], [-4.378718, -4.744752, -5.594808], [-5.818908, -4.320962, -4.977808], [-8.332718, -5.613752, -10.526888], [-7.832628, -4.174402, -10.020008], [12.988462, -5.320642, 7.937492], [14.329362, -5.171692, 7.201322], [13.956452, -4.717562, 5.746772], [12.996392, -3.665432, 5.812092], [11.909852, -3.893022, 4.883892], [15.258432, -4.282862, 7.819902], [12.482632, -4.403452, 8.239152], [13.211442, -5.855012, 8.860982], [12.157972, -5.814952, 7.433462], [14.785292, -6.160972, 7.161832], [13.625272, -5.590252, 5.183882], [14.923972, -4.464322, 5.313322], [11.206012, -3.066432, 4.786572], [11.334562, -4.788802, 5.117832], [12.364462, -3.946132, 3.894652], [15.773972, -4.546542, 8.647442], [14.912602, -3.333942, 7.813292], [-5.072848, -0.276702, 12.098512], [-5.520498, -1.709912, 12.282072], [-6.836558, -2.010452, 11.557772], [-7.190478, -3.400402, 11.734082], [-7.575298, -3.872862, 13.024992], [-4.480928, -2.737772, 12.093302], [-5.952178, 0.347948, 12.255602], [-4.672428, -0.179902, 11.089352], [-4.337738, 0.156828, 12.776582], [-5.781418, -1.852552, 13.330732], [-6.749098, -1.614322, 10.546072], [-7.709188, -1.452452, 11.897272], [-8.380518, -3.342982, 13.533882], [-6.725488, -4.020292, 13.691462], [-7.920948, -4.892692, 12.855952], [-5.019858, -3.563322, 12.312642], [-3.921448, -2.724282, 12.934082], [-14.983678, -2.054712, 5.648812], [-13.784228, -1.197162, 5.947072], [-12.370788, -1.834562, 6.224792], [-11.858338, -2.324622, 4.996102], [-10.834478, -3.248792, 5.376032], [-13.673668, -0.286422, 4.772662], [-15.845788, -1.436442, 5.398592], [-15.125088, -2.724612, 6.496952], [-14.715048, -2.730842, 4.837162], [-13.995048, -0.509882, 6.766402], [-12.497428, -2.566552, 7.022442], [-11.636168, -1.096392, 6.546562], [-10.705308, -3.563532, 6.411582], [-9.818288, -2.938842, 5.132322], [-11.056358, -4.034962, 4.654372], [-13.740838, -0.805722, 3.909002], [-12.741098, 0.093998, 4.848222], [0.559192, -4.587652, 7.191302], [1.729462, -4.633752, 8.201762], [3.059762, -4.888802, 7.379212], [3.029782, -6.057342, 6.532332], [3.992812, -6.997702, 6.606412], [1.619532, -3.437452, 9.030882], [0.590872, -5.516802, 6.622272], [0.771592, -3.777442, 6.493772], [-0.423348, -4.448472, 7.642242], [1.668282, -5.471762, 8.896102], [3.853742, -5.073312, 8.102852], [3.293872, -3.942962, 6.890652], [3.860332, -7.594982, 5.704292], [3.731892, -7.658072, 7.433412], [5.024102, -6.675402, 6.750132], [2.064082, -3.605802, 9.922022], [0.690262, -3.425282, 9.426372], [-8.132128, -13.253482, -4.231418], [-8.451068, -12.610922, -3.070198], [-7.423648, -12.384302, -2.047648], [-6.138228, -11.643772, -2.568128], [-5.273378, -11.406362, -1.441418], [-5.794878, -10.419242, -0.495208], [-5.314738, -10.670392, 0.916882], [-5.454108, -9.517632, 1.769442], [-5.344798, -9.916892, 3.133932], [-7.272578, -12.830132, -4.751098], [-8.927158, -12.869522, -4.870638], [-8.095278, -14.305512, -3.948618], [-7.191918, -13.379202, -1.667438], [-7.902368, -11.804612, -1.258408], [-6.374138, -10.655932, -2.963868], [-5.642748, -12.285962, -3.296278], [-4.428968, -10.984222, -1.800378], [-6.874778, -10.318512, -0.386758], [-5.516288, -9.416992, -0.820738], [-4.239178, -10.840772, 0.964252], [-5.724388, -11.633672, 1.220842], [-4.332988, -10.256112, 3.355912], [-5.929408, -10.812012, 3.346312], [-5.577118, -9.206412, 3.927242], [-7.838758, 8.825128, 6.542752], [-7.379598, 8.202288, 5.303012], [-7.201978, 9.222068, 4.356402], [-5.909738, 10.046038, 4.548572], [-6.069628, 11.517898, 4.465022], [-4.727398, 12.143488, 4.517362], [-4.809618, 13.587158, 5.072582], [-4.951618, 14.606668, 4.073142], [-6.295268, 14.756448, 3.715802], [-8.901258, 8.973788, 6.735362], [-7.451778, 9.812778, 6.793532], [-7.583688, 8.176898, 7.381102], [-8.141268, 9.773168, 4.310352], [-7.040878, 8.857958, 3.341722], [-5.160068, 9.702788, 3.835632], [-5.487998, 9.739258, 5.505712], [-6.410488, 11.810478, 3.560412], [-4.184538, 12.256658, 3.578962], [-4.102568, 11.596078, 5.223082], [-3.816418, 13.874798, 5.417432], [-5.368158, 13.623608, 6.007892], [-6.446448, 15.639298, 3.094662], [-6.979318, 14.825498, 4.561622], [-6.836218, 14.018728, 3.123142], [7.456972, 10.910368, -6.847538], [6.433372, 9.973548, -7.149268], [6.742252, 8.664498, -6.741358], [7.882732, 7.873148, -7.429888], [7.667152, 7.367298, -8.768728], [6.608382, 6.316738, -8.848348], [7.254442, 5.040658, -8.245688], [7.051662, 5.004478, -6.832428], [7.732022, 3.884178, -6.323948], [7.894182, 10.877018, -5.849628], [7.130662, 11.943528, -6.966688], [8.216492, 10.883828, -7.628908], [5.858382, 8.052798, -6.560518], [7.006362, 8.800868, -5.692668], [8.258252, 7.106038, -6.752668], [8.740072, 8.546168, -7.440758], [7.462362, 8.146578, -9.377728], [6.257672, 6.064558, -9.849098], [5.736182, 6.562548, -8.242588], [8.332212, 5.171628, -8.342458], [6.939432, 4.174818, -8.828088], [8.809582, 3.879068, -6.488038], [7.273982, 2.963188, -6.684608], [7.687172, 3.821738, -5.236658], [-0.324018, 5.661048, -5.066058], [-1.762938, 5.686288, -5.163978], [-2.278398, 6.988838, -5.459368], [-3.694858, 6.543268, -5.895798], [-4.554088, 7.550878, -6.464708], [-4.462858, 7.667708, -7.931728], [-4.886808, 8.994918, -8.586468], [-6.238098, 9.319998, -8.840508], [-6.370048, 10.678828, -9.141888], [0.011842, 6.167488, -4.161168], [0.307732, 6.050508, -5.864378], [0.088652, 4.662168, -4.924438], [-1.902518, 7.431728, -6.381678], [-2.200328, 7.772098, -4.705378], [-4.151168, 6.021678, -5.054468], [-3.564138, 5.770428, -6.653248], [-5.551618, 7.411448, -6.389938], [-5.036478, 6.850598, -8.369198], [-3.391688, 7.623428, -8.128528], [-4.465558, 8.978898, -9.591648], [-4.359978, 9.854178, -8.171478], [-5.842418, 10.952598, -10.055538], [-5.880718, 11.230878, -8.339448], [-7.455668, 10.753078, -9.205308], [4.851862, 7.857358, 10.087712], [4.880432, 6.436898, 10.017482], [3.617712, 6.030938, 9.532682], [3.409772, 4.565878, 9.652612], [2.004162, 4.245188, 9.264692], [1.544752, 4.620328, 7.928312], [1.917152, 3.662628, 6.791422], [2.720812, 4.476038, 5.898472], [3.137942, 3.773968, 4.783052], [4.478232, 8.498068, 9.288972], [5.876162, 8.183288, 10.268472], [4.376662, 8.157918, 11.021502], [3.434412, 6.537238, 8.584962], [2.923302, 6.372318, 10.300372], [3.646792, 4.194338, 10.649542], [4.187162, 4.096448, 9.049782], [2.024292, 3.238358, 9.342132], [1.893202, 5.619408, 7.666542], [0.463772, 4.622258, 8.068312], [0.964232, 3.418108, 6.322102], [2.412202, 2.723508, 7.038522], [2.268402, 3.637148, 4.140182], [3.471952, 2.741898, 4.889682], [3.788532, 4.392428, 4.164722], [12.422762, 6.605608, -0.802148], [12.569072, 5.681498, -1.882918], [13.082202, 4.408678, -1.467808], [12.132742, 3.658658, -0.476538], [12.707842, 3.732918, 0.935262], [11.845552, 2.932908, 1.829572], [11.987112, 3.425388, 3.315192], [11.453552, 4.774428, 3.469672], [10.028962, 4.844388, 3.291012], [13.310312, 6.728798, -0.181518], [11.598142, 6.345248, -0.138598], [12.312322, 7.601928, -1.230238], [14.070852, 4.597938, -1.049668], [13.166312, 3.767888, -2.345528], [11.841322, 2.675228, -0.845378], [11.278322, 4.331038, -0.553758], [12.783952, 4.680108, 1.277512], [12.082902, 1.870608, 1.772262], [10.803812, 3.047708, 1.530072], [13.015022, 3.386808, 3.675772], [11.497372, 2.662528, 3.920432], [9.503882, 5.529088, 3.957012], [9.459252, 3.941678, 3.511542], [9.761362, 5.182608, 2.289962], [0.101882, -0.974872, -10.040868], [0.915682, -0.768452, -11.181368], [0.201542, -0.346882, -12.321398], [-0.789978, -1.448832, -13.063828], [-1.508318, -0.772792, -14.142738], [-2.610988, -1.648342, -14.450008], [-3.474908, -1.180662, -15.621898], [-2.457308, -0.983482, -16.694198], [-2.870018, -0.993102, -18.009438], [-0.726878, -1.678172, -10.122328], [-0.311098, -0.061222, -9.613328], [0.799952, -1.340052, -9.287588], [0.981092, 0.038438, -12.978608], [-0.424308, 0.531598, -12.164328], [-1.456858, -1.629832, -12.220848], [-0.158448, -2.288882, -13.352948], [-0.906038, -0.488632, -14.902088], [-3.315468, -1.820872, -13.636358], [-2.206158, -2.653612, -14.566818], [-3.988888, -0.226082, -15.509188], [-4.302898, -1.853782, -15.844218], [-3.504298, -0.111822, -18.105078], [-3.653428, -1.675042, -18.340078], [-1.927868, -1.000282, -18.557518], [4.072922, -2.571202, -0.308528], [2.807292, -2.162702, 0.133832], [1.842252, -3.166512, 0.188432], [0.566402, -2.515602, 0.716752], [-0.277308, -1.886132, -0.305448], [-1.344878, -1.073812, 0.178142], [-2.322388, -1.787462, 1.091122], [-3.607798, -1.231522, 1.404232], [-3.666088, -0.190742, 2.327952], [4.447982, -3.356402, 0.347902], [4.780522, -1.767122, -0.510648], [4.056312, -3.167132, -1.221058], [2.169802, -4.028202, 0.770082], [1.665522, -3.734922, -0.724678], [0.909822, -1.775732, 1.439772], [-0.013968, -3.369812, 1.065442], [0.306762, -1.451952, -1.005768], [-1.969488, -0.598552, -0.578228], [-0.867048, -0.256632, 0.718492], [-1.704948, -1.995522, 1.964952], [-2.429768, -2.771812, 0.635462], [-3.676778, -0.628422, 3.326162], [-4.601568, 0.353058, 2.196532], [-2.885738, 0.553658, 2.169742]],
  "forces_ev_per_angstrom": [[0.43, -2.72, 0.70], [1.28, 2.90, -1.13], [0.63, 0.49, 1.03], [1.30, -0.50, -0.06], [-1.01, -1.19, 0.96], [-1.42, 0.84, -1.52], [-0.21, -0.63, 0.10], [-0.06, 0.07, -0.18], [0.09, 0.37, 0.21], [0.04, -0.97, 0.61], [-0.25, 0.54, -0.71], [-0.53, 0.06, -0.19], [0.00, 0.27, 0.11], [-0.46, 0.57, 0.24], [0.14, 0.01, -0.58], [0.49, 0.22, 0.82], [-0.48, -0.35, -0.40], [0.78, 1.36, 0.70], [-1.59, -2.52, -0.89], [-0.92, 1.35, 1.03], [-0.46, -0.91, -1.16], [1.14, -0.20, 0.65], [1.06, 0.70, -0.82], [0.12, -0.30, 0.22], [-0.58, -0.03, 0.08], [-0.12, 0.17, -0.52], [0.54, -0.07, 1.19], [0.39, 0.43, -0.12], [0.09, -0.39, 0.17], [-0.35, 0.20, 0.13], [0.66, -0.17, -0.58], [-0.91, 0.45, -0.36], [0.08, -0.27, 0.15], [0.09, 0.19, 0.12], [-0.27, -0.16, 1.23], [-1.83, -0.21, -0.76], [1.10, -0.53, 1.30], [-0.58, -0.34, -0.76], [0.98, 0.32, -0.31], [0.45, 0.84, -0.59], [0.66, 0.47, -0.06], [-0.30, -0.17, 0.16], [0.44, -0.58, -0.45], [0.06, -0.06, -0.26], [-0.53, 0.02, 0.06], [-0.16, 0.83, -0.47], [0.28, 0.30, 0.77], [0.18, -0.18, 0.06], [-0.16, -0.47, -0.25], [-0.52, -0.08, -0.10], [0.20, -0.01, 0.43], [-0.23, 0.09, -0.48], [-0.28, 0.17, 2.19], [0.08, -0.37, 0.82], [0.05, 0.33, -0.90], [0.33, -0.50, -0.58], [-0.51, -0.09, -0.43], [-0.08, 0.21, -0.41], [-0.14, 0.33, -0.13], [0.21, -0.68, 0.22], [-0.39, 0.58, 0.49], [0.00, -1.36, -0.72], [0.30, 0.52, 0.79], [0.07, 0.48, -0.19], [0.20, 0.49, 0.22], [-0.22, 0.06, -0.19], [-0.02, -0.82, -0.73], [0.63, 0.53, 0.04], [1.01, -1.24, 0.69], [1.04, 1.71, -1.14], [-2.06, 1.04, -0.73], [0.36, -0.74, 2.17], [0.73, -0.71, -2.29], [0.13, 0.18, 0.88], [0.07, -0.21, 0.17], [-0.67, 0.08, 0.12], [-0.24, 0.11, -0.37], [-0.09, -0.24, 0.41], [0.23, -0.48, -0.16], [-0.31, 0.47, 0.53], [-1.04, -0.05, 0.05], [0.02, 0.75, -0.33], [0.47, -0.86, 0.66], [0.25, -0.16, -0.04], [0.09, 0.37, -0.62], [0.97, -0.59, 0.10], [-0.79, -1.26, -0.87], [0.13, -0.06, 1.55], [-2.51, 3.70, -0.34], [0.46, -1.91, 0.68], [0.79, 0.48, 0.47], [-0.29, 0.03, -0.05], [-0.19, 0.15, 0.01], [0.11, -0.02, 0.09], [-0.37, -0.65, -0.37], [0.20, 0.21, 0.22], [0.10, -0.22, -0.75], [0.53, -0.03, -0.09], [0.40, -0.43, 0.35], [0.09, 0.36, -0.26], [1.15, 0.06, 0.02], [-0.78, 0.19, -0.77], [-0.13, 0.58, -0.46], [0.35, 2.61, 3.04], [-0.27, -0.30, -1.85], [-1.45, -0.49, 0.73], [0.29, -0.24, 0.99], [-0.06, 1.24, 0.46], [1.88, 0.37, 0.04], [-1.41, -0.62, 0.57], [0.57, -1.07, 0.12], [0.72, -0.50, 0.25], [-0.41, -1.26, -0.46], [0.18, -0.43, -1.23], [0.55, 0.03, 0.28], [-0.10, -0.15, -0.25], [-0.60, -0.13, -0.81], [0.11, 0.26, -0.03], [0.29, -0.31, 0.05], [-0.18, -0.58, -0.59], [0.28, 0.30, 0.12], [0.36, -0.36, -0.59], [-0.66, 0.25, 0.76], [0.48, 0.11, -0.15], [-0.50, 0.00, -0.17], [-0.28, 0.68, -0.82], [0.28, -0.80, 0.84], [-0.54, 0.91, 1.53], [0.31, 0.67, -1.19], [-0.46, 0.34, 0.13], [1.22, -0.45, 0.14], [-0.68, 1.48, 1.17], [2.59, -0.15, -0.26], [-1.58, -0.94, 0.49], [-1.60, 0.92, -0.50], [-0.58, -0.33, -1.26], [0.72, 0.02, -0.62], [0.48, -0.22, -0.23], [0.21, 0.75, 0.04], [-0.57, -1.03, 0.15], [0.05, -0.13, -0.35], [-0.08, 0.51, 0.33], [-0.60, -0.47, -0.16], [-0.10, -0.52, -0.34], [-0.01, -0.16, -0.04], [0.41, -0.51, 0.16], [-1.08, 0.44, -0.49], [0.46, 0.35, 0.25], [0.29, 0.37, 0.55], [0.88, -1.05, -0.34], [0.15, 0.60, -1.10], [-0.15, 0.50, -0.53], [0.60, -0.75, 1.87], [0.11, 1.21, 0.46], [-0.91, -0.31, -0.64], [1.30, -0.44, 1.22], [0.17, 1.54, -0.10], [-0.26, -0.72, -0.31], [-0.10, -0.50, 0.96], [-0.05, -0.66, 0.12], [-0.92, -0.15, 0.11], [0.57, -0.47, 0.24], [-0.51, 0.24, -1.02], [0.78, -0.32, 0.40], [-0.57, -0.31, -0.06], [0.12, 0.22, -0.42], [-0.16, 0.04, -0.11], [0.38, 0.54, -0.17], [-0.23, 0.04, 0.00], [0.16, -0.23, -0.61], [-0.25, -0.52, 0.59], [0.15, 0.16, -0.71], [0.17, -0.18, -0.28], [-0.55, 0.46, 0.11], [0.30, -0.23, 1.10], [2.39, 0.88, -0.16], [-1.56, -1.10, -1.60], [-0.63, -0.17, 0.21], [-1.00, 1.71, -0.73], [0.13, 0.79, 0.57], [0.86, 0.14, -1.18], [0.15, -1.39, 1.16], [-0.17, -0.61, 0.35], [-0.18, 0.41, 0.16], [-0.81, 0.46, -0.66], [-0.83, -0.43, -0.10], [0.94, -0.11, -0.07], [-0.14, -0.45, 0.56], [-0.27, 0.27, 0.09], [0.48, -0.34, 0.01], [0.09, -0.38, 1.33], [0.33, -0.23, -0.54], [-0.07, -0.35, -0.62], [0.54, -0.43, -0.35], [-0.08, 0.02, 0.85], [-0.18, -0.02, -0.43], [-0.51, 0.58, 0.18], [0.20, 0.98, -0.12], [1.62, 0.26, 1.81], [0.07, 0.82, -1.18], [-0.38, 0.76, 2.14], [0.31, -0.41, -1.72], [1.73, -0.27, 1.02], [0.06, -0.94, 0.93], [-0.19, 1.86, -0.75], [0.17, -0.91, 1.35], [-1.11, -0.02, -1.88], [-0.37, -0.81, -0.57], [0.24, -0.13, -0.29], [-0.64, 0.03, 0.00], [-0.18, -0.52, -0.21], [-0.73, 0.82, -0.31], [-0.51, 0.36, 0.24], [-0.03, -0.50, -0.62], [-0.76, -0.23, -0.05], [-0.21, -0.16, -0.01], [-0.10, 0.27, -0.49], [0.04, -0.28, -0.58], [0.28, 0.11, 0.37], [-0.43, -0.08, -0.38], [0.70, 0.10, 0.72], [0.46, -0.14, 0.44], [0.37, 0.08, -0.51], [-0.02, -0.05, 0.53], [-0.42, -0.34, 0.16], [1.54, 2.72, 0.79], [-1.01, -2.14, -1.30], [0.81, 1.42, 1.04], [-0.69, -0.17, -1.34], [-0.50, -1.27, 0.36], [-0.31, 0.12, -0.05], [0.44, -0.55, 0.06], [-0.22, 0.12, -0.06], [-0.54, -0.17, -0.15], [0.11, -0.39, 0.23], [0.17, 0.46, -0.29], [0.40, -0.13, 0.60], [-0.79, -0.47, 0.22], [-0.32, 0.18, -0.23], [0.21, -0.03, -0.05], [-0.34, -0.08, 0.13], [0.11, 0.60, -0.35], [-0.64, 0.33, 0.35], [0.88, 0.56, 0.35], [0.57, -0.65, -0.24], [0.18, -0.17, -0.24], [0.78, 0.05, 0.82], [-1.19, -0.32, -0.07], [-0.51, -0.48, -1.59], [2.40, 3.22, 1.64], [-0.28, -0.22, 2.00], [-1.08, -0.04, -0.99], [2.02, 0.43, -1.22], [-0.98, -1.63, 2.23], [-1.12, 1.37, -0.07], [0.11, -0.23, -0.48], [-0.07, 0.44, -0.36], [-0.16, -0.24, 0.08], [0.01, -0.39, -0.43], [-0.31, 0.01, 0.57], [-0.32, -0.73, -0.49], [-0.33, -0.39, -0.02], [-0.32, -0.48, -0.28], [0.20, 0.70, 0.68], [-0.23, -0.44, -0.92], [0.34, 0.34, 0.57], [0.44, -0.67, -0.45], [0.55, 1.05, -0.86], [0.64, -1.44, 0.27], [-0.61, 0.07, -0.64], [0.10, -1.52, -0.41], [0.59, 0.83, -0.72], [-0.54, -0.31, -0.08], [-0.16, -0.77, -0.93], [0.61, -1.68, -1.03], [-0.57, 2.16, 0.35], [0.72, -0.99, 0.73], [0.95, -0.80, -1.72], [0.00, 0.27, 0.22], [0.56, 0.39, 0.76], [-0.36, 0.19, 0.62], [-0.59, 0.26, -0.73], [0.15, 0.25, 1.15], [-0.10, 0.73, -1.02], [-0.31, -0.20, 0.72], [-0.07, 0.36, 0.96], [-0.27, 0.36, 0.06], [0.43, -0.19, -0.68], [-0.29, 0.65, 0.46], [-0.55, 0.00, 0.85], [-0.80, -0.04, -0.05], [0.34, 0.35, 0.33], [-0.15, -0.23, -0.13], [0.31, -0.08, 0.30]],
  "mulliken_charge": [-1.315, 0.371, -0.724, -0.340, -0.767, -0.707, 0.322, 0.296, 0.358, 0.366, 0.275, 0.443, 0.258, 0.299, 0.341, 0.274, 0.251, -1.355, 0.525, -0.484, -0.323, -0.672, -0.759, 0.380, 0.323, 0.313, 0.211, 0.280, 0.286, 0.299, 0.262, 0.244, 0.232, 0.238, -1.257, 0.347, -0.772, -0.340, -0.716, -0.585, 0.276, 0.361, 0.302, 0.341, 0.418, 0.359, 0.254, 0.299, 0.311, 0.212, 0.190, -1.477, 0.573, -0.730, -0.401, -0.709, -0.794, 0.326, 0.367, 0.381, 0.287, 0.391, 0.346, 0.299, 0.293, 0.256, 0.313, 0.281, -1.418, 0.341, -0.675, -0.311, -0.752, -0.751, 0.381, 0.347, 0.324, 0.310, 0.441, 0.360, 0.332, 0.264, 0.250, 0.296, 0.261, -1.294, 0.420, -0.741, -0.303, -0.752, -0.765, 0.317, 0.329, 0.396, 0.275, 0.371, 0.336, 0.233, 0.309, 0.325, 0.279, 0.263, -0.688, -0.363, -0.422, -0.493, -0.399, -0.530, -0.558, -0.327, -0.762, 0.302, 0.247, 0.281, 0.296, 0.245, 0.282, 0.432, 0.258, 0.277, 0.357, 0.320, 0.332, 0.310, 0.315, 0.288, -0.803, -0.395, -0.535, -0.737, -0.287, -0.485, -0.720, -0.348, -0.751, 0.307, 0.305, 0.297, 0.325, 0.343, 0.389, 0.526, 0.191, 0.267, 0.469, 0.372, 0.390, 0.310, 0.341, 0.227, -0.769, -0.398, -0.634, -0.663, -0.419, -0.597, -0.642, -0.292, -0.819, 0.329, 0.278, 0.297, 0.355, 0.431, 0.291, 0.472, 0.284, 0.456, 0.234, 0.361, 0.520, 0.337, 0.325, 0.265, -0.805, -0.270, -0.307, -0.735, -0.381, -0.481, -0.739, -0.344, -0.690, 0.314, 0.320, 0.283, 0.202, 0.337, 0.422, 0.309, 0.260, 0.363, 0.364, 0.351, 0.365, 0.288, 0.343, 0.231, -0.794, -0.378, -0.373, -0.509, -0.409, -0.789, -0.380, -0.295, -0.826, 0.309, 0.291, 0.317, 0.309, 0.271, 0.364, 0.322, 0.261, 0.297, 0.312, 0.402, 0.390, 0.320, 0.321, 0.267, -0.661, -0.395, -0.560, -0.509, -0.409, -0.462, -0.660, -0.373, -0.770, 0.318, 0.199, 0.277, 0.386, 0.276, 0.403, 0.334, 0.330, 0.312, 0.338, 0.359, 0.392, 0.309, 0.333, 0.232, -0.715, -0.338, -0.648, -0.560, -0.298, -0.494, -0.660, -0.269, -0.760, 0.300, 0.290, 0.267, 0.336, 0.415, 0.346, 0.290, 0.266, 0.350, 0.337, 0.336, 0.387, 0.295, 0.300, 0.227, -0.801, -0.272, -0.880, -0.410, -0.365, -0.595, -0.518, -0.385, -0.675, 0.323, 0.259, 0.321, 0.469, 0.418, 0.294, 0.302, 0.254, 0.397, 0.351, 0.335, 0.360, 0.268, 0.254, 0.295],
  "relative_energy_kj_mol": 1297.8,
  "total_energy_ev": -143558.985,
  "mol_weight_g_mol": 1600.4,
  "homo_lumo_gap_ev": 9.0169,
  "spin_multiplicity": 1
}